Entry from OMol25: a molecular structure, C49H61BrN5O7PPtS2Te (ωB97M-V with the def2-TZVPD basis set).

```
! RIJCOSX wB97M-V def2-TZVPD def2/J DEFGRID3
* xyz 0 5
Pt 0.757 -0.037 0.056
O 0.565 -0.153 2.879
S 1.007 -1.531 2.777
O 2.361 -1.797 3.205
N 0.743 -1.933 1.232
C 1.326 -3.001 0.600
C 1.921 -4.089 1.218
C 2.448 -5.140 0.459
C 2.431 -5.114 -0.907
C 1.901 -3.997 -1.580
C 1.952 -3.838 -2.982
C 1.491 -2.687 -3.552
C 0.989 -1.670 -2.723
N 0.958 -1.774 -1.417
C 1.352 -2.931 -0.828
C -0.017 -2.506 3.871
C -0.307 -3.837 3.615
C -0.988 -4.575 4.569
C -1.395 -3.979 5.754
C -1.109 -2.644 5.997
C -0.411 -1.905 5.055
H 2.013 -4.105 2.293
H 2.890 -5.984 0.973
H 2.861 -5.920 -1.488
H 2.375 -4.629 -3.588
H 1.511 -2.537 -4.623
H 0.632 -0.737 -3.142
H -0.023 -4.295 2.679
H -1.203 -5.618 4.383
H -1.949 -4.552 6.485
H -1.422 -2.175 6.919
H -0.163 -0.864 5.214
C 3.168 4.413 3.145
C 3.088 3.848 1.752
C 3.165 4.698 0.650
C 3.103 4.203 -0.644
C 3.150 5.118 -1.836
C 2.989 2.831 -0.833
C 2.910 1.966 0.254
C 2.962 2.486 1.548
N 2.794 0.577 0.062
C 4.053 -0.126 -0.207
C 5.281 0.674 0.279
C 6.570 -0.102 0.000
C 6.542 -1.439 0.740
C 5.345 -2.246 0.243
C 5.477 -2.499 -1.260
C 5.506 -1.156 -1.992
C 6.708 -0.344 -1.504
C 4.213 -0.382 -1.723
C 4.051 -1.480 0.511
H 4.185 4.747 3.358
H 2.891 3.666 3.887
H 2.506 5.275 3.245
H 3.255 5.766 0.811
H 3.295 6.153 -1.532
H 2.214 5.047 -2.393
H 3.960 4.835 -2.509
H 2.920 2.425 -1.835
H 2.888 1.798 2.383
H 5.185 0.860 1.351
H 5.328 1.641 -0.225
H 7.418 0.495 0.351
H 6.458 -1.269 1.817
H 7.471 -1.987 0.558
H 5.300 -3.202 0.771
H 4.634 -3.102 -1.610
H 6.397 -3.053 -1.469
H 5.593 -1.325 -3.070
H 6.760 0.612 -2.033
H 7.632 -0.891 -1.710
H 3.352 -0.949 -2.081
H 4.235 0.575 -2.250
H 3.896 -1.335 1.581
H 3.222 -2.066 0.133
C -3.191 4.673 -1.439
C -2.743 3.222 -1.297
N -2.664 2.851 0.106
C -1.553 2.537 0.785
S -0.039 2.446 0.004
N -1.681 2.396 2.111
C -0.609 2.524 3.087
C -0.715 3.860 3.816
H -3.325 4.919 -2.492
H -2.449 5.349 -1.015
H -4.141 4.836 -0.927
H -1.757 3.076 -1.726
H -3.439 2.556 -1.802
H -3.525 2.923 0.627
H -2.613 2.443 2.498
H 0.335 2.454 2.555
H -0.662 1.691 3.784
H -0.607 4.686 3.113
H 0.072 3.935 4.565
H -1.679 3.956 4.321
C -5.964 0.136 0.571
C -4.486 0.285 0.276
O -4.046 -0.858 -0.462
P -2.715 -0.678 -1.363
O -1.583 -0.010 -0.640
Te -2.619 -2.636 -2.776
O -3.207 0.539 -2.358
C -4.328 0.329 -3.211
C -5.050 1.644 -3.447
H -6.274 0.898 1.286
H -6.156 -0.849 0.996
H -6.550 0.236 -0.342
H -3.912 0.368 1.203
H -4.297 1.190 -0.311
H -5.010 -0.399 -2.763
H -3.982 -0.081 -4.166
H -5.422 2.053 -2.507
H -5.895 1.478 -4.114
H -4.378 2.370 -3.903
Br -4.807 0.754 3.155
C -4.829 -1.062 2.590
C -5.898 -1.860 2.962
C -5.946 -3.171 2.509
C -4.934 -3.664 1.699
C -3.865 -2.851 1.349
C -3.803 -1.537 1.798
C -2.806 -3.413 0.419
O -2.589 -4.621 0.402
O -2.286 -2.530 -0.348
H -6.686 -1.464 3.588
H -6.785 -3.797 2.785
H -4.949 -4.679 1.326
H -2.960 -0.919 1.516
*
```

Output
Energy above the lowest of the compared OMol25 structures with the same formula, charge and spin   2.884 eV
Orbital gap (spin up / spin down)   0.2663 / 0.2269 Ha
Expectation value of S²   6.017
Lowest unoccupied orbital energy (spin up / spin down)   0.010 / -1.374 eV
HOMO level (spin up / spin down)   -7.24 / -7.55 eV

***

Entry from OMol25: 7 unconnected molecules or ions with the total composition C49H61N2O (ωB97M-V with the def2-TZVPD basis set).

```
! RIJCOSX wB97M-V def2-TZVPD def2/J DEFGRID3
* xyz 0 2
C 2.414 -0.814 -0.646
C 1.341 -0.373 -1.314
C 0.239 0.530 -0.751
N -0.793 -0.265 -0.065
C -1.546 -1.195 -0.912
C -2.460 -2.034 -0.023
C 0.850 1.522 0.256
C -0.047 2.695 0.661
C 0.801 3.696 1.471
C -1.209 2.273 1.575
N -0.536 3.402 -0.552
O 0.232 4.331 -0.981
C -1.164 2.568 -1.612
C -2.618 2.203 -1.241
C -1.261 3.397 -2.903
C -0.310 1.329 -1.933
H 3.154 -1.444 -1.123
H 2.611 -0.570 0.391
H 1.228 -0.695 -2.346
H -0.304 -0.823 0.627
H -0.899 -1.841 -1.514
H -2.183 -0.607 -1.569
H -1.851 -2.665 0.626
H -3.152 -2.633 -0.607
H -3.014 -1.353 0.623
H 1.161 0.996 1.160
H 1.755 1.934 -0.193
H 1.789 3.826 1.041
H 0.276 4.645 1.532
H 0.925 3.318 2.485
H -1.830 3.151 1.764
H -0.803 1.923 2.520
H -1.828 1.498 1.142
H -2.802 2.168 -0.174
H -2.919 1.286 -1.737
H -3.262 2.990 -1.638
H -0.301 3.497 -3.403
H -1.907 2.834 -3.581
H -1.710 4.366 -2.715
H -0.881 0.697 -2.612
H 0.558 1.669 -2.502
C -5.865 0.132 -2.260
C -5.896 -0.661 -3.398
C -5.914 -2.044 -3.280
C -5.902 -2.633 -2.023
C -5.870 -1.840 -0.884
C -5.850 -0.457 -1.003
H -5.846 1.211 -2.352
H -5.905 -0.201 -4.378
H -5.936 -2.663 -4.167
H -5.918 -3.712 -1.931
H -5.861 -2.299 0.096
H -5.819 0.163 -0.115
C 2.535 -4.675 -0.476
C 3.630 -5.273 -1.084
C 4.566 -5.953 -0.315
C 4.404 -6.036 1.061
C 3.309 -5.436 1.669
C 2.375 -4.755 0.901
H 1.806 -4.144 -1.074
H 3.754 -5.211 -2.157
H 5.421 -6.417 -0.789
H 5.131 -6.569 1.660
H 3.183 -5.502 2.742
H 1.521 -4.288 1.374
C -1.048 -7.986 1.501
C -2.168 -8.323 0.754
C -2.150 -8.180 -0.626
C -1.009 -7.704 -1.259
C 0.111 -7.368 -0.512
C 0.091 -7.507 0.869
H -1.062 -8.097 2.578
H -3.056 -8.697 1.248
H -3.025 -8.439 -1.209
H -0.994 -7.596 -2.336
H 1.001 -6.998 -1.004
H 0.964 -7.241 1.450
C -4.452 7.476 -2.780
C -3.879 6.814 -1.703
C -4.681 6.153 -0.786
C -6.060 6.144 -0.943
C -6.634 6.804 -2.021
C -5.831 7.472 -2.937
H -3.826 7.994 -3.494
H -2.804 6.811 -1.572
H -4.224 5.645 0.054
H -6.685 5.624 -0.229
H -7.709 6.800 -2.148
H -6.282 7.989 -3.774
C 0.444 8.062 1.930
C 1.428 7.328 1.283
C 2.752 7.439 1.685
C 3.090 8.280 2.737
C 2.105 9.012 3.384
C 0.782 8.905 2.980
H -0.589 7.977 1.616
H 1.163 6.667 0.466
H 3.520 6.869 1.178
H 4.122 8.364 3.051
H 2.369 9.667 4.205
H 0.014 9.478 3.483
C 7.439 -4.720 2.663
C 8.245 -5.642 2.010
C 9.592 -5.739 2.333
C 10.131 -4.916 3.312
C 9.324 -3.994 3.965
C 7.979 -3.895 3.639
H 6.391 -4.642 2.407
H 7.824 -6.285 1.248
H 10.221 -6.456 1.822
H 11.180 -4.992 3.566
H 9.745 -3.353 4.729
H 7.351 -3.174 4.146
*
```

Output
Orbital gap (spin up / spin down)   0.3168 / 0.3474 Ha
Expectation value of S²   0.754
Lowest unoccupied orbital energy (spin up / spin down)   0.563 / 0.553 eV
HOMO level (spin up / spin down)   -8.06 / -8.90 eV

***

Entry from OMol25: a molecular structure, C49H62BiFN4O3P2S2 (ωB97M-V with the def2-TZVPD basis set).

```
! RIJCOSX wB97M-V def2-TZVPD def2/J DEFGRID3
* xyz 0 1
Bi -0.212 0.886 0.908
C -2.470 3.201 -3.586
C -1.602 3.181 -2.331
C -0.127 3.200 -2.717
P -1.924 1.814 -1.135
C -3.402 2.293 -0.140
C -4.520 3.045 -0.852
C -3.944 1.053 0.567
C -2.322 0.281 -1.985
C -3.353 0.153 -2.915
C -3.644 -1.035 -3.562
C -4.742 -1.128 -4.581
C -2.848 -2.134 -3.236
C -1.837 -2.057 -2.304
C -1.547 -0.853 -1.625
N -0.618 -0.811 -0.621
C 0.286 -1.880 -0.487
C 1.258 -2.131 -1.453
C 2.210 -3.113 -1.256
C 2.231 -3.858 -0.081
C 3.313 -4.868 0.176
C 1.254 -3.610 0.874
C 0.269 -2.645 0.684
P -1.003 -2.155 1.898
C -0.536 -3.085 3.431
C -1.107 -2.369 4.655
C -0.845 -4.580 3.492
C -2.546 -2.889 1.175
C -3.727 -2.703 2.124
C -2.485 -4.311 0.623
H -2.230 4.094 -4.168
H -3.538 3.221 -3.374
H -2.264 2.333 -4.214
H -1.792 4.073 -1.723
H 0.159 2.284 -3.240
H 0.503 3.309 -1.839
H 0.064 4.043 -3.386
H -2.961 2.963 0.608
H -5.009 2.420 -1.603
H -4.161 3.952 -1.336
H -5.281 3.341 -0.127
H -4.401 0.363 -0.146
H -4.699 1.340 1.301
H -3.166 0.498 1.100
H -3.957 1.025 -3.143
H -5.616 -0.550 -4.280
H -5.061 -2.161 -4.721
H -4.423 -0.751 -5.556
H -3.038 -3.088 -3.717
H -1.268 -2.946 -2.068
H 1.270 -1.521 -2.348
H 2.969 -3.283 -2.010
H 3.757 -5.216 -0.756
H 2.927 -5.737 0.712
H 4.112 -4.431 0.779
H 1.279 -4.182 1.793
H 0.552 -2.940 3.456
H -2.198 -2.410 4.669
H -0.814 -1.319 4.667
H -0.748 -2.839 5.573
H -1.918 -4.752 3.582
H -0.373 -5.026 4.372
H -0.498 -5.120 2.612
H -2.706 -2.217 0.321
H -3.684 -3.410 2.955
H -4.667 -2.873 1.597
H -3.755 -1.695 2.542
H -2.566 -5.056 1.414
H -1.559 -4.493 0.077
H -3.315 -4.474 -0.069
F 3.237 -0.133 5.982
C 3.310 0.885 5.087
C 2.170 1.520 4.686
C 2.244 2.552 3.756
C 0.982 3.052 3.177
O -0.099 2.574 3.524
C 1.150 4.069 2.167
C 2.380 4.554 1.904
N 3.548 4.029 2.386
C 4.808 4.554 1.948
C 4.967 4.936 0.507
C 5.660 3.715 1.031
C 3.492 2.992 3.296
C 4.643 2.299 3.690
C 4.547 1.214 4.540
N 5.706 0.410 4.741
C 6.843 0.942 5.455
C 8.105 0.467 4.703
N 7.681 -0.678 3.827
C 6.895 -1.677 4.620
C 5.546 -1.013 4.957
C 0.014 4.461 1.228
O -0.275 5.640 1.060
O -0.396 3.441 0.594
H 1.199 1.207 5.042
H 2.493 5.356 1.189
H 5.323 5.167 2.681
H 5.552 5.818 0.293
H 4.127 4.771 -0.151
H 6.734 3.744 1.166
H 5.247 2.760 0.734
H 5.601 2.539 3.251
H 6.867 0.603 6.499
H 6.804 2.029 5.458
H 8.889 0.101 5.364
H 8.514 1.231 4.042
H 8.471 -1.099 3.342
H 7.026 -0.280 3.141
H 7.489 -1.903 5.505
H 6.785 -2.580 4.023
H 5.270 -1.277 5.983
H 4.762 -1.380 4.292
S 1.925 1.533 -0.365
C 3.124 0.310 0.064
C 4.177 0.129 -0.834
C 5.205 -0.761 -0.577
C 5.183 -1.508 0.595
C 4.135 -1.354 1.484
C 3.096 -0.446 1.253
S 1.820 -0.280 2.433
H 4.173 0.697 -1.754
H 6.005 -0.884 -1.295
H 5.967 -2.230 0.800
H 4.090 -1.957 2.384
*
```

Output
Energy above the lowest of the compared OMol25 structures with the same formula, charge and spin   1.843 eV
Orbital gap   0.1866 Ha
Lowest unoccupied orbital energy   -1.119 eV
HOMO level   -6.20 eV

***

Entry from OMol25: 7 unconnected molecules or ions with the total composition C49H63I2N7O2 (ωB97M-V with the def2-TZVPD basis set).

```
! RIJCOSX wB97M-V def2-TZVPD def2/J DEFGRID3
* xyz 0 1
C -6.147 7.291 -1.737
C -5.772 5.732 -1.383
C -4.429 5.351 -2.256
C -3.721 3.923 -1.796
C -4.765 2.864 -1.106
C -4.090 1.412 -0.731
C -2.443 1.366 -0.950
C -1.824 -0.038 -0.314
C -0.732 -0.715 -1.337
C 0.816 -0.716 -0.771
C 1.899 0.024 -1.533
C 3.482 0.028 -1.030
O 4.388 0.783 -1.707
C 3.983 -0.854 0.282
C 5.552 -0.977 0.762
C 6.032 -1.828 2.102
C 7.623 -1.869 2.497
C 8.376 -3.299 2.136
C 7.836 -4.406 1.054
N 9.578 -3.567 2.765
C 4.875 -2.575 2.991
C 5.172 -3.427 4.387
I 5.907 -5.482 3.999
C 6.066 -2.600 5.484
C 7.492 -3.300 5.890
I 4.788 -2.269 7.283
C 3.288 -2.472 2.472
C 2.819 -1.634 1.141
C 1.243 -1.503 0.639
O 0.307 -2.037 1.460
H -6.074 7.477 -2.903
H -5.334 7.977 -1.219
H -7.241 7.585 -1.419
H -6.679 5.048 -1.748
H -5.579 5.536 -0.231
H -3.595 6.196 -2.184
H -4.766 5.319 -3.399
H -3.141 3.491 -2.725
H -2.913 4.209 -0.971
H -5.105 3.344 -0.068
H -5.696 2.785 -1.817
H -4.328 1.190 0.410
H -4.636 0.556 -1.343
H -1.899 2.281 -0.434
H -2.286 1.349 -2.126
H -1.351 0.120 0.765
H -2.770 -0.743 -0.143
H -0.768 -0.192 -2.395
H -1.074 -1.834 -1.504
H 1.575 0.599 -2.500
H 6.398 -0.426 0.170
H 8.156 -1.053 1.809
H 7.870 -1.564 3.601
H 8.406 -4.390 0.023
H 7.969 -5.478 1.545
H 6.662 -4.267 0.898
H 9.840 -2.785 3.427
H 4.097 -3.580 4.884
H 6.230 -1.514 5.039
H 8.156 -3.641 4.988
H 8.124 -2.466 6.465
H 7.308 -4.153 6.688
H 2.435 -3.028 3.083
N 2.256 -6.344 4.586
C 1.313 -7.236 4.144
C 0.376 -7.392 5.141
C 0.764 -6.561 6.219
C 1.927 -5.924 5.848
H 3.068 -6.044 4.062
H 1.391 -7.683 3.162
H -0.494 -8.034 5.095
H 0.250 -6.440 7.164
H 2.547 -5.210 6.373
N -1.268 6.389 -4.929
C -0.427 6.788 -3.922
C 0.528 5.810 -3.753
C 0.257 4.788 -4.694
C -0.856 5.173 -5.409
H -2.067 6.910 -5.265
H -0.580 7.730 -3.413
H 1.334 5.831 -3.031
H 0.813 3.871 -4.836
H -1.388 4.687 -6.215
N -7.528 8.631 2.498
C -7.646 7.581 3.370
C -6.558 6.756 3.193
C -5.752 7.332 2.182
C -6.373 8.491 1.772
H -8.189 9.391 2.404
H -8.492 7.510 4.040
H -6.364 5.839 3.734
H -4.819 6.944 1.794
H -6.094 9.225 1.028
N 3.603 -2.907 -2.592
C 3.905 -3.714 -1.526
C 3.684 -5.020 -1.904
C 3.239 -5.000 -3.248
C 3.201 -3.683 -3.648
H 3.667 -1.898 -2.598
H 4.248 -3.291 -0.591
H 3.830 -5.892 -1.281
H 2.976 -5.854 -3.858
H 2.922 -3.233 -4.591
N -3.193 -8.457 3.956
C -4.136 -9.348 3.515
C -5.073 -9.505 4.511
C -4.685 -8.674 5.589
C -3.522 -8.036 5.219
H -2.381 -8.156 3.433
H -4.058 -9.795 2.533
H -5.943 -10.147 4.466
H -5.199 -8.553 6.534
H -2.902 -7.322 5.744
N -2.094 6.394 -9.745
C -1.792 5.587 -8.679
C -2.013 4.282 -9.058
C -2.458 4.302 -10.401
C -2.496 5.618 -10.801
H -2.030 7.404 -9.752
H -1.449 6.010 -7.745
H -1.867 3.409 -8.434
H -2.721 3.447 -11.011
H -2.775 6.069 -11.744
*
```

Output
Orbital gap   0.2149 Ha
SMILES string   [H]/N=C(/C)Cc1cc2c(cc1[C@@H](I)[C@H](C)I)C(=O)C(CCCCCCCCC)=CC2=O.c1cc[nH]c1.c1cc[nH]c1.c1cc[nH]c1.c1cc[nH]c1.c1cc[nH]c1.c1cc[nH]c1
Lowest unoccupied orbital energy   -2.228 eV
HOMO level   -8.08 eV

***

What is the formula in the second record?
C49H61N2O